Formula: C40H74Cl3NO10P
Source: the Open Molecules 2025 dataset
Level of theory: ωB97M-V/def2-TZVPD

Atoms and positions in Å:
1 C -1.9102 3.1221 2.1211
2 C -1.6767 3.0373 0.6570
3 Cl -0.0542 3.2679 0.1456
4 C -2.6094 2.7810 -0.2568
5 Cl -2.3073 2.7399 -1.9500
6 O -3.9260 2.5538 0.1086
7 C -4.2719 1.2499 -0.1676
8 O -5.0187 0.9431 -1.0095
9 C -3.6572 0.2597 0.7837
10 C -3.9897 0.4000 2.1257
11 C -3.4413 -0.4806 3.0333
12 N -2.6067 -1.4449 2.6192
13 P -1.8134 -2.5999 3.7917
14 O -2.8609 -2.6191 5.0004
15 Cl -0.4184 -1.2876 4.4924
16 C -2.2999 -1.6064 1.3217
17 C -2.8120 -0.7579 0.3580
18 C -2.4429 -0.9001 -1.0889
19 O -1.4003 -1.8150 -1.2913
20 C -0.1265 -1.2556 -1.1955
21 C 0.7647 -1.8728 -0.3221
22 C 2.0618 -1.3903 -0.1943
23 C 2.4514 -0.2890 -0.9466
24 C 1.5728 0.3306 -1.8254
25 C 0.2846 -0.1717 -1.9540
26 H -2.9566 3.2598 2.3695
27 H -1.4986 2.2521 2.6291
28 H -1.3616 3.9784 2.5040
29 H -4.6632 1.1843 2.4298
30 H -3.6847 -0.3944 4.0789
31 H -2.8414 -1.8040 5.5293
32 H -1.6354 -2.4109 1.0491
33 H -2.2217 0.0948 -1.4673
34 H -3.2985 -1.2373 -1.6700
35 H 0.4359 -2.7418 0.2303
36 H 2.7445 -1.8955 0.4690
37 H 3.4602 0.0896 -0.8490
38 H 1.8673 1.1846 -2.4113
39 H -0.4181 0.2711 -2.6461
40 C 0.6875 3.0124 9.5537
41 C 0.0834 3.0433 8.1609
42 O 0.8149 2.2995 7.1999
43 C 0.9413 0.9159 7.4535
44 C -0.3882 0.1801 7.5028
45 H 1.7337 3.3176 9.5221
46 H 0.1445 3.6891 10.2132
47 H 0.6454 2.0154 9.9955
48 H 0.0804 4.0679 7.7898
49 H -0.9626 2.7147 8.1852
50 H 1.5131 0.7396 8.3703
51 H 1.5424 0.5240 6.6310
52 H -0.9932 0.4885 8.3568
53 H -0.2222 -0.8951 7.5848
54 H -0.9637 0.3857 6.6012
55 C 7.0636 1.7970 -0.1800
56 C 6.4672 2.3772 -1.4512
57 O 5.0837 2.6742 -1.3532
58 C 4.7193 3.6264 -0.3732
59 C 5.3328 5.0023 -0.5677
60 H 6.4908 0.9282 0.1496
61 H 8.0942 1.4895 -0.3569
62 H 7.0694 2.5223 0.6355
63 H 6.5490 1.6446 -2.2541
64 H 7.0256 3.2622 -1.7747
65 H 4.9435 3.2430 0.6294
66 H 3.6324 3.7051 -0.4422
67 H 6.4147 4.9879 -0.4289
68 H 4.9150 5.7042 0.1543
69 H 5.1325 5.3712 -1.5743
70 C 8.3909 -3.1329 0.2015
71 C 7.0085 -2.9485 0.8029
72 O 6.0664 -2.3771 -0.0884
73 C 5.7982 -3.1197 -1.2659
74 C 5.2163 -4.4986 -1.0036
75 H 8.7532 -2.1932 -0.2172
76 H 9.0910 -3.4695 0.9661
77 H 8.3918 -3.8750 -0.5981
78 H 7.0689 -2.2555 1.6427
79 H 6.6316 -3.8963 1.2037
80 H 6.6948 -3.1916 -1.8906
81 H 5.0742 -2.5252 -1.8250
82 H 5.9338 -5.1568 -0.5118
83 H 4.9260 -4.9682 -1.9435
84 H 4.3375 -4.4262 -0.3601
85 C -2.9375 -2.1249 -4.2633
86 C -2.4816 -2.4601 -5.6741
87 O -2.0625 -3.8000 -5.8314
88 C -3.0407 -4.7932 -5.5800
89 C -4.2512 -4.7101 -6.4943
90 H -2.1732 -2.3985 -3.5358
91 H -3.1424 -1.0546 -4.1818
92 H -3.8517 -2.6603 -3.9965
93 H -1.6133 -1.8490 -5.9238
94 H -3.2597 -2.2115 -6.4045
95 H -3.3479 -4.7711 -4.5277
96 H -2.5328 -5.7444 -5.7380
97 H -4.8346 -3.8047 -6.3182
98 H -4.9071 -5.5644 -6.3266
99 H -3.9398 -4.7064 -7.5395
100 C -0.0693 -3.2918 -9.2430
101 C 0.6255 -2.2145 -8.4282
102 O 1.6249 -1.5121 -9.1425
103 C 1.1856 -0.8040 -10.2868
104 C 0.1603 0.2770 -9.9870
105 H 0.6639 -3.9714 -9.6789
106 H -0.7481 -3.8631 -8.6083
107 H -0.6552 -2.8687 -10.0609
108 H 1.1358 -2.6789 -7.5838
109 H -0.1056 -1.5140 -8.0063
110 H 0.8038 -1.4977 -11.0441
111 H 2.0819 -0.3461 -10.7049
112 H -0.7837 -0.1436 -9.6361
113 H -0.0491 0.8553 -10.8871
114 H 0.5325 0.9514 -9.2143
115 C -5.8182 4.7123 4.8570
116 C -6.5434 3.3860 4.7125
117 O -5.8140 2.2740 5.2133
118 C -5.5043 2.3128 6.5989
119 C -6.7245 2.3558 7.5008
120 H -4.8216 4.6562 4.4147
121 H -6.3786 5.5021 4.3577
122 H -5.7003 5.0003 5.9021
123 H -6.7045 3.1748 3.6542
124 H -7.5333 3.4322 5.1758
125 H -4.8317 3.1493 6.8164
126 H -4.9421 1.3981 6.7968
127 H -7.2772 3.2893 7.3919
128 H -6.4220 2.2705 8.5442
129 H -7.4048 1.5369 7.2640

Cartesian forces (eV/Å) of the 3 atoms listed first:
0.2 0.3 0.2
-0.1 -0.2 -0.3
0.2 0.1 0.1

As for the total charge: +1. As for the highest occupied orbital energy: -10.69 eV. The calculation puts the strongest force on any atom at 1.71 eV/Å. For the HOMO-LUMO gap, the calculation gives 6.20 eV.